The following is a DFT calculation (ωB97M-V with the def2-TZVPD basis set) of a 3-piece molecular cluster, C17H32IN2O3 overall in a non-equilibrium geometry.

Kohn-Sham gap = 9.5 eV
LUMO = -2.21 eV
largest force on an atom = 2.06 eV/Å

Structure (ORCA input):
```
! wB97M-V def2-TZVPD RIJCOSX def2/J DEFGRID3
* xyz 1 1
C 0.32 4.81 -2.96
C -1.17 5.01 -2.71
O -1.91 3.77 -2.76
C -2.42 3.37 -1.53
N -1.34 2.80 -0.69
C -0.47 3.43 0.18
C 0.31 2.43 0.63
N -0.08 1.25 0.06
C 0.56 -0.02 0.37
C 1.66 -0.48 -0.63
C 3.06 -0.46 0.00
I 1.76 0.64 -2.46
C -1.11 1.52 -0.74
H 0.88 4.46 -2.09
H 0.75 5.75 -3.30
H 0.43 4.06 -3.75
H -1.40 5.59 -1.80
H -1.56 5.60 -3.54
H -3.15 2.59 -1.74
H -2.96 4.17 -1.01
H -0.45 4.48 0.40
H 1.11 2.60 1.33
H 1.05 0.11 1.34
H -0.21 -0.78 0.53
H 1.45 -1.53 -0.87
H 3.42 0.56 0.16
H 3.10 -1.03 0.94
H 3.72 -0.96 -0.71
H -1.62 0.76 -1.32
C -4.88 -1.32 0.54
C -5.39 -1.82 -0.81
C -5.16 -0.61 -1.70
O -4.01 0.08 -1.17
C -3.70 -0.46 0.12
H -4.60 -2.12 1.22
H -5.64 -0.70 1.02
H -4.78 -2.66 -1.15
H -6.43 -2.14 -0.79
H -6.01 0.08 -1.67
H -4.98 -0.87 -2.74
H -2.78 -1.06 0.02
H -3.51 0.36 0.81
C 5.11 -4.48 2.02
C 5.05 -4.26 3.53
C 4.16 -3.04 3.63
O 3.26 -3.09 2.52
C 3.71 -4.09 1.59
H 5.38 -5.49 1.73
H 5.84 -3.80 1.58
H 4.57 -5.12 4.01
H 6.03 -4.12 3.99
H 4.74 -2.11 3.56
H 3.59 -3.01 4.56
H 3.02 -4.94 1.66
H 3.67 -3.69 0.58
*
```

Results of the natural (NBO) charge analysis, in e, for atoms 1 through 8: number 1, C, carries -0.639; number 2, C, carries -0.084; number 3, O, carries -0.508; number 4, C, carries 0.094; number 5, N, carries -0.315; number 6, C, carries -0.051; number 7, C, carries -0.041; number 8, N, carries -0.297

The following is a DFT calculation (ωB97M-V with the def2-TZVPD basis set) of a 5-piece molecular cluster, C42H45FO9P2S overall in a non-equilibrium geometry.

Kohn-Sham gap = 7.5 eV
LUMO = -1.26 eV
SMILES = CC(=O)OCCCCCc1cc(F)cc2c1C(=O)C(CP(=O)(O)O)=C(P(O)(O)=S)C2=O.c1ccccc1.c1ccccc1.c1ccccc1.c1ccccc1
largest force on an atom = 1.11 eV/Å

Structure (ORCA input):
```
! wB97M-V def2-TZVPD RIJCOSX def2/J DEFGRID3
* xyz 0 1
C -3.16 4.96 4.85
C -3.44 5.29 3.41
O -4.47 5.01 2.85
O -2.42 5.94 2.82
C -2.50 6.03 1.39
C -2.02 4.78 0.69
C -0.84 4.09 1.38
C -1.23 3.08 2.47
C -0.38 1.80 2.46
C -1.23 0.56 2.51
C -2.05 0.40 3.62
C -2.94 -0.64 3.69
F -3.72 -0.75 4.77
C -3.08 -1.56 2.68
C -2.24 -1.44 1.60
C -1.30 -0.41 1.50
C -0.45 -0.42 0.30
O 0.09 0.56 -0.17
C -0.25 -1.75 -0.40
C 1.08 -1.83 -1.10
P 2.21 -3.01 -0.36
O 1.61 -3.78 0.73
O 2.81 -3.89 -1.55
O 3.51 -2.16 0.08
C -1.23 -2.67 -0.38
P -1.31 -4.26 -1.25
O -0.78 -5.34 -0.20
O -0.19 -4.10 -2.38
S -3.01 -4.79 -2.00
C -2.44 -2.36 0.45
O -3.55 -2.78 0.20
H -3.02 3.88 4.93
H -2.26 5.46 5.20
H -4.01 5.25 5.46
H -1.84 6.86 1.12
H -3.50 6.30 1.09
H -1.69 5.09 -0.30
H -2.84 4.08 0.51
H -0.26 3.58 0.61
H -0.22 4.88 1.80
H -2.29 2.83 2.35
H -1.15 3.57 3.44
H 0.31 1.79 1.63
H 0.23 1.80 3.37
H -2.01 1.12 4.43
H -3.82 -2.34 2.72
H 1.54 -0.84 -1.08
H 0.93 -2.07 -2.15
H 3.74 -3.72 -1.70
H 4.09 -2.80 0.54
H -1.48 -6.01 -0.13
H -0.40 -4.78 -3.03
C 2.07 -3.84 -6.36
C 2.09 -4.34 -7.66
C 1.96 -5.71 -7.88
C 1.82 -6.57 -6.80
C 1.80 -6.08 -5.51
C 1.92 -4.71 -5.29
H 2.16 -2.78 -6.19
H 2.21 -3.67 -8.50
H 1.97 -6.10 -8.89
H 1.72 -7.64 -6.98
H 1.69 -6.75 -4.67
H 1.90 -4.33 -4.28
C 2.10 5.90 4.85
C 0.74 5.96 4.55
C 0.10 7.19 4.45
C 0.82 8.36 4.63
C 2.18 8.30 4.93
C 2.82 7.07 5.04
H 2.59 4.94 4.93
H 0.18 5.05 4.41
H -0.95 7.23 4.21
H 0.33 9.32 4.54
H 2.74 9.22 5.08
H 3.87 7.03 5.27
C 4.30 2.36 4.40
C 5.36 1.47 4.33
C 5.34 0.44 3.41
C 4.25 0.29 2.56
C 3.19 1.18 2.63
C 3.21 2.22 3.55
H 4.32 3.17 5.12
H 6.21 1.59 5.00
H 6.17 -0.26 3.35
H 4.23 -0.51 1.83
H 2.35 1.06 1.96
H 2.38 2.91 3.61
C -4.06 -6.11 -7.30
C -3.86 -4.76 -7.01
C -2.57 -4.28 -6.80
C -1.49 -5.14 -6.89
C -1.69 -6.48 -7.17
C -2.97 -6.97 -7.38
H -5.06 -6.48 -7.46
H -4.71 -4.09 -6.93
H -2.42 -3.24 -6.57
H -0.48 -4.76 -6.73
H -0.84 -7.15 -7.23
H -3.13 -8.01 -7.60
*
```

Results of the Löwdin charge analysis, in e, for atoms 1 through 8: number 1, C, carries 0.031; number 2, C, carries -0.545; number 3, O, carries 0.112; number 4, O, carries -0.041; number 5, C, carries -0.161; number 6, C, carries -0.164; number 7, C, carries -0.167; number 8, C, carries -0.165

The following is a DFT calculation (ωB97M-V with the def2-TZVPD basis set) of C20H23BrN2O in the gas phase.

Kohn-Sham gap = 8.4 eV
LUMO = 0.56 eV
SMILES = O[C@@H](CN1CCCCC1)Cn1c2ccccc2c2cc(Br)ccc21
largest force on an atom = 0.72 eV/Å
energy above the lowest of the compared OMol25 structures with the same formula, charge and spin = 4.37 kcal/mol

Structure (ORCA input):
```
! wB97M-V def2-TZVPD RIJCOSX def2/J DEFGRID3
* xyz 0 1
O -2.55 0.76 -0.75
C -1.56 1.75 -0.69
C -2.02 3.11 -1.27
N -2.17 3.20 -2.70
C -3.21 2.35 -3.26
C -3.51 2.80 -4.69
C -2.25 2.74 -5.54
C -1.16 3.57 -4.87
C -0.94 3.08 -3.44
C -1.05 1.94 0.76
N -0.66 0.69 1.34
C -1.45 -0.12 2.12
C -2.72 0.09 2.64
C -3.28 -0.90 3.42
C -2.60 -2.08 3.70
C -1.33 -2.30 3.20
C -0.75 -1.32 2.40
C 0.51 -1.22 1.73
C 1.61 -2.07 1.63
C 2.68 -1.64 0.88
Br 4.21 -2.77 0.71
C 2.69 -0.40 0.23
C 1.61 0.45 0.33
C 0.52 0.04 1.08
H -3.32 1.05 -0.25
H -0.74 1.35 -1.30
H -2.99 3.36 -0.82
H -1.30 3.87 -0.96
H -4.10 2.45 -2.65
H -2.91 1.29 -3.27
H -3.87 3.83 -4.66
H -4.29 2.17 -5.11
H -2.45 3.11 -6.55
H -1.92 1.70 -5.62
H -1.46 4.62 -4.85
H -0.22 3.50 -5.43
H -0.18 3.70 -2.95
H -0.57 2.04 -3.48
H -0.20 2.63 0.76
H -1.85 2.38 1.36
H -3.27 1.00 2.44
H -4.27 -0.75 3.83
H -3.07 -2.83 4.32
H -0.80 -3.22 3.41
H 1.62 -3.03 2.12
H 3.56 -0.11 -0.34
H 1.63 1.40 -0.18
*
```

Results of the natural (NBO) charge analysis, in e, for atoms 1 through 8: number 1, O, carries -0.706; number 2, C, carries 0.061; number 3, C, carries -0.223; number 4, N, carries -0.449; number 5, C, carries -0.217; number 6, C, carries -0.403; number 7, C, carries -0.397; number 8, C, carries -0.400

The following is a DFT calculation (ωB97M-V with the def2-TZVPD basis set) of C17H19AlFN6O4 as an isolated structure.

Kohn-Sham gap = 8.4 eV
LUMO = -2.89 eV
largest force on an atom = 0.10 eV/Å
energy above the lowest of the compared OMol25 structures with the same formula, charge and spin = 0.10 kcal/mol

Structure (ORCA input):
```
! wB97M-V def2-TZVPD RIJCOSX def2/J DEFGRID3
* xyz 1 1
Al -1.13 -0.05 -0.30
O 3.52 -0.18 -0.53
C 2.38 0.39 -0.89
O 1.86 0.23 -1.96
C 1.84 1.30 0.17
C 2.70 2.05 0.96
C 2.16 2.93 1.88
C 0.79 3.00 2.02
C 0.01 2.18 1.22
N 0.51 1.36 0.30
C -1.49 2.10 1.40
O -2.08 2.88 2.10
O -2.02 1.09 0.75
H 3.83 -0.75 -1.26
H 3.77 1.94 0.83
H 2.81 3.55 2.49
H 0.29 3.65 2.73
C -2.26 0.35 -5.56
N -1.34 0.49 -4.44
C 0.00 1.02 -4.67
C -1.71 0.19 -3.18
N -0.94 0.39 -2.14
N -2.98 -0.34 -3.03
C -3.53 -0.86 -1.88
N -4.77 -1.36 -2.05
N -2.88 -0.87 -0.77
H -1.79 0.76 -6.45
H -3.19 0.90 -5.40
H -2.49 -0.70 -5.77
H 0.15 1.11 -5.74
H 0.76 0.34 -4.26
H 0.12 2.00 -4.21
H -0.01 0.72 -2.37
H -3.47 -0.56 -3.88
H -5.35 -1.05 -2.81
H -5.26 -1.70 -1.24
H -3.42 -1.22 0.01
F 2.33 -4.71 1.55
C 1.55 -3.69 1.16
C 0.96 -3.74 -0.08
C 0.15 -2.68 -0.47
C -0.06 -1.56 0.34
C 0.56 -1.57 1.59
C 1.36 -2.62 2.02
H 1.12 -4.60 -0.72
H -0.31 -2.73 -1.45
H 0.43 -0.73 2.27
H 1.84 -2.63 2.99
*
```

Results of the natural (NBO) charge analysis, in e, for atoms 1 through 8: number 1, Al, carries 1.853; number 2, O, carries -0.644; number 3, C, carries 0.797; number 4, O, carries -0.617; number 5, C, carries 0.096; number 6, C, carries -0.189; number 7, C, carries -0.137; number 8, C, carries -0.180